1.
57
Properties=species:S:1:pos:R:3:forces:R:3 method="wB97M-V/def2-TZVPD" total_charge=-2
Tl 1.832 0.228 0.320 -0.165 0.087 -0.104
Br 0.633 2.959 3.273 0.099 0.064 0.204
C 0.296 1.123 3.738 0.058 -0.052 -0.065
C 0.360 0.731 5.061 -0.045 -0.067 0.031
C 0.069 -0.607 5.314 0.015 0.087 -0.062
C -0.281 -1.443 4.268 -0.005 0.012 0.033
C -0.265 -0.939 2.973 0.025 0.028 0.032
N 0.040 0.336 2.732 -0.003 0.017 0.011
C -0.590 -1.823 1.763 -0.039 -0.014 0.052
O -1.330 -2.785 1.994 0.087 -0.015 -0.036
O -0.074 -1.457 0.671 -0.023 0.035 0.006
H 0.625 1.427 5.843 -0.009 0.005 -0.005
H 0.127 -0.981 6.329 -0.050 -0.013 0.001
H -0.555 -2.478 4.414 0.032 0.005 -0.013
O 4.224 -1.008 -0.554 -0.139 0.292 -0.115
N 4.884 -2.049 -0.388 0.103 -0.192 -0.042
C 4.612 -2.765 0.710 0.071 -0.302 0.379
C 5.365 -3.952 0.944 -0.153 0.121 0.010
N 5.956 -4.917 1.171 0.043 0.005 -0.014
C 3.673 -2.315 1.691 0.103 0.073 -0.171
N 2.931 -1.870 2.455 0.048 -0.118 0.005
C -1.062 5.830 -0.743 -0.006 -0.060 0.030
C -0.864 4.338 -0.481 -0.086 0.041 0.030
C -1.992 3.762 0.363 0.076 -0.014 0.008
S -1.712 2.027 0.814 -0.159 0.057 -0.212
O -2.811 1.708 1.782 0.058 -0.029 -0.015
C -2.127 1.294 -0.819 0.035 -0.273 -0.004
C -3.351 0.388 -0.760 -0.071 0.158 0.084
C -4.671 1.156 -0.682 0.077 -0.034 -0.003
H -0.260 6.237 -1.362 -0.015 -0.014 0.010
H -1.081 6.386 0.198 -0.008 0.020 -0.018
H -2.011 6.010 -1.255 0.013 0.021 -0.009
H 0.081 4.179 0.046 0.022 -0.043 -0.064
H -0.796 3.805 -1.432 0.063 -0.036 0.027
H -2.966 3.819 -0.130 -0.007 0.069 0.010
H -2.053 4.269 1.330 -0.018 0.013 -0.009
H -1.247 0.717 -1.109 0.037 0.090 -0.011
H -2.262 2.094 -1.551 0.015 -0.004 0.032
H -3.260 -0.281 0.097 0.012 -0.025 -0.022
H -3.328 -0.230 -1.659 0.007 -0.047 0.010
H -4.697 1.764 0.222 -0.009 0.002 -0.008
H -5.521 0.469 -0.652 0.001 0.013 -0.027
H -4.791 1.808 -1.553 -0.011 -0.011 0.013
Cl 2.642 -6.031 -3.569 0.015 0.018 0.005
C 2.082 -4.375 -3.397 -0.023 0.034 -0.023
C 1.635 -3.931 -2.166 -0.020 -0.008 -0.006
C 1.177 -2.624 -2.046 0.046 0.027 0.072
C 1.155 -1.778 -3.149 -0.010 -0.071 -0.098
C 1.602 -2.253 -4.376 0.007 -0.081 -0.014
C 2.080 -3.549 -4.509 0.003 0.009 0.010
C 0.609 -0.362 -3.055 -0.038 0.045 -0.049
O -0.067 0.039 -4.014 0.058 0.069 0.011
O 0.900 0.283 -2.005 -0.107 0.054 0.133
H 1.637 -4.595 -1.313 0.005 0.009 0.005
H 0.801 -2.272 -1.090 0.010 -0.065 -0.059
H 1.562 -1.596 -5.235 -0.029 0.010 0.011
H 2.437 -3.921 -5.461 0.005 0.000 0.013


2.
68
Properties=species:S:1:pos:R:3:forces:R:3 method="wB97M-V/def2-TZVPD" total_charge=0 smiles="NC(N)=O.CCO.CCO.CCO.CCO.CO.CO.CO.CO"
C 0.138 0.329 0.617 0.158 -0.574 -0.177
O 0.415 -0.398 -0.628 -0.159 0.675 1.260
H 0.593 1.319 0.659 0.182 -0.067 -0.342
H -0.923 0.436 0.845 -0.064 -0.075 -0.471
H 0.545 -0.268 1.434 0.239 -0.020 -0.142
H -0.166 -0.092 -1.328 -0.405 0.304 -0.050
C -2.302 1.481 -3.146 0.505 0.250 -0.545
O -1.900 0.509 -2.220 0.501 -0.873 0.868
H -3.383 1.614 -3.105 0.138 0.498 -0.093
H -1.697 2.357 -2.913 -0.625 0.367 0.180
H -1.973 1.224 -4.153 -0.387 -0.298 -0.196
H -2.560 -0.179 -2.109 -0.060 0.038 -0.211
C 3.770 -2.068 2.738 -0.064 -0.314 -0.992
O 2.424 -1.958 2.326 -1.087 0.636 1.166
H 3.997 -3.078 3.076 0.101 -0.090 0.139
H 4.322 -1.858 1.821 0.965 0.033 0.457
H 3.989 -1.348 3.526 -0.123 0.018 -0.249
H 2.248 -2.432 1.510 0.378 -0.227 -0.428
C -3.434 -0.447 0.801 0.103 1.054 -0.982
O -3.905 -0.609 2.105 -0.046 -0.988 0.421
H -2.546 -0.967 0.443 0.533 -0.338 1.000
H -4.139 -0.734 0.020 -0.721 0.384 0.152
H -3.229 0.624 0.798 0.039 -0.056 -0.816
H -4.310 -1.475 2.193 -0.011 -0.106 0.224
C 4.347 0.777 0.567 0.361 1.161 1.602
O 4.578 1.098 1.699 -0.277 -0.446 2.870
N 4.956 1.338 -0.407 3.196 2.522 -5.374
N 3.473 -0.043 0.062 -3.342 -3.379 0.948
H 4.767 0.831 -1.260 1.041 0.891 -0.386
H 5.782 1.914 -0.328 -0.348 -0.260 0.202
H 3.032 -0.627 0.759 -0.588 -0.182 -0.420
H 3.275 -0.144 -0.923 -0.062 -0.154 0.597
C -1.360 0.744 4.775 2.130 0.330 -1.857
C -2.416 1.623 4.090 1.900 -0.552 0.861
O -3.578 1.072 4.502 -3.564 -0.249 0.462
H -0.424 1.166 4.407 0.723 -0.099 0.480
H -1.319 -0.276 4.393 -0.524 -0.058 -0.413
H -1.291 0.576 5.850 -0.677 0.972 0.074
H -2.488 1.553 3.005 1.336 0.121 -0.401
H -2.275 2.679 4.319 -0.269 0.102 0.380
H -3.742 0.508 3.743 -1.059 -0.605 0.346
C -2.531 3.511 -0.076 -1.934 -0.687 -0.075
C -1.454 4.484 -0.185 2.213 1.168 -0.547
O -1.648 5.317 -1.346 -0.563 -0.200 0.191
H -3.414 4.009 0.324 -0.211 -0.117 -0.022
H -2.341 2.641 0.553 0.383 0.201 0.080
H -2.795 3.144 -1.067 0.025 -0.058 0.008
H -0.491 3.997 -0.337 0.192 -0.285 0.202
H -1.348 5.108 0.702 -0.146 0.011 0.161
H -1.073 6.083 -1.285 0.049 -0.026 0.077
C 1.694 -4.900 0.374 -0.365 0.507 0.604
C 0.925 -3.696 -0.125 0.563 -1.056 -1.894
O 1.890 -2.645 -0.291 -0.492 -0.721 0.844
H 1.148 -5.818 0.157 0.099 -0.029 0.130
H 1.791 -4.760 1.451 0.415 -0.481 0.106
H 2.668 -4.903 -0.116 -0.043 -0.170 0.118
H -0.003 -3.532 0.423 0.346 0.778 0.602
H 0.575 -3.993 -1.113 -0.165 0.279 -0.422
H 1.428 -1.829 -0.497 -0.508 0.582 -0.226
C -0.251 -0.784 -5.217 -0.897 -0.117 0.160
C 0.598 -1.381 -4.066 0.316 0.938 -3.353
O 1.990 -1.308 -4.439 -0.133 -0.397 0.749
H -0.241 0.305 -5.177 0.042 0.024 -0.189
H -1.280 -1.120 -5.090 -0.378 0.305 0.534
H -0.119 -1.118 -6.246 1.048 -0.101 0.121
H 0.368 -2.445 -4.121 0.080 0.092 1.217
H 0.323 -0.731 -3.236 0.285 -0.951 0.640
H 2.297 -0.402 -4.516 -0.288 0.164 0.040


3.
12
Properties=species:S:1:pos:R:3:forces:R:3 method="wB97M-V/def2-TZVPD" total_charge=0
C 2.479 0.145 0.007 0.910 0.058 0.415
C 1.027 -0.084 -0.063 1.116 -0.414 0.182
C -0.123 -0.454 -0.026 -0.539 0.289 0.347
C -1.597 -0.656 0.040 -0.509 -1.365 -1.083
H 2.616 1.804 0.099 0.076 -4.733 -0.324
H 2.898 -0.554 1.370 -0.821 2.269 -4.243
H 3.103 -0.547 -1.264 -1.551 2.369 4.057
H -1.965 -1.315 0.875 0.826 0.820 -0.449
H -1.912 -1.252 -0.872 0.424 0.596 0.856
H -1.930 1.277 0.714 -1.264 -1.769 -1.493
H -2.206 1.061 -0.891 -0.248 -0.607 0.727
N -2.391 0.573 0.010 1.580 2.485 1.008


4.
8
Properties=species:S:1:pos:R:3:forces:R:3 method="wB97M-V/def2-TZVPD" total_charge=-1
C -1.007 0.473 0.208 4.858 -0.255 -3.541
O 2.148 -1.193 -1.304 -1.047 1.563 2.656
O 1.063 -0.941 1.022 1.144 -0.198 -0.837
O 0.270 0.688 -0.797 -2.519 -1.086 2.300
S 1.791 -0.308 -0.117 -0.869 -0.948 -1.859
Cl -1.906 1.895 0.166 -0.970 1.490 0.069
Cl -1.934 -0.928 -0.256 -0.181 -0.260 -0.045
H -0.425 0.313 1.077 -0.415 -0.305 1.257


5.
97
Properties=species:S:1:pos:R:3:forces:R:3 method="wB97M-V/def2-TZVPD" total_charge=+3
Tl 0.731 -0.005 -0.190 -1.835 -0.684 1.034
C -1.896 4.595 -0.616 0.746 0.116 -0.030
C -0.850 3.582 -1.056 -2.134 -0.432 0.155
O -0.609 2.638 -0.284 1.019 0.143 -0.335
N -0.346 3.695 -2.282 0.044 -0.672 -0.223
C -0.859 4.486 -3.394 0.558 0.715 -0.533
H -1.480 5.571 -0.875 -0.352 0.229 0.451
H -2.059 4.437 0.447 0.167 0.383 0.064
H -2.873 4.505 -1.088 0.183 -0.259 -0.365
H 0.215 2.892 -2.532 0.140 0.193 -0.092
H -1.248 3.889 -4.218 -0.096 -0.364 0.290
H -0.035 5.061 -3.820 -0.002 0.057 0.050
H -1.626 5.208 -3.128 -0.007 -0.187 0.380
C -3.594 1.766 1.126 -0.151 0.297 -1.570
C -2.369 1.421 1.900 -0.353 -0.071 1.660
O -1.485 0.671 1.494 0.983 -0.424 -0.460
N -2.338 1.813 3.203 -0.199 0.573 -1.169
C -1.175 1.652 4.051 -0.762 0.008 0.728
H -4.508 1.312 1.506 0.131 -0.084 0.216
H -3.420 1.422 0.103 -0.087 -0.298 0.131
H -3.784 2.830 0.974 0.151 0.095 0.628
H -3.126 2.351 3.531 0.047 -0.053 0.083
H -1.047 0.586 4.237 0.693 0.103 -0.266
H -1.411 2.087 5.022 -0.077 0.063 -0.071
H -0.328 2.205 3.650 0.229 -0.563 -0.174
C 0.190 -2.716 4.024 -0.463 -0.237 -0.198
C 1.022 -1.508 3.667 0.451 -0.739 -0.468
O 0.870 -0.987 2.553 -0.314 0.201 -0.346
N 1.980 -1.174 4.514 1.014 1.248 0.862
C 3.033 -0.177 4.265 0.064 -1.033 -0.868
H -0.478 -2.927 3.191 -0.159 0.234 0.114
H -0.381 -2.563 4.939 0.009 0.014 -0.006
H 0.797 -3.615 4.137 0.270 0.206 0.190
H 2.170 -1.645 5.386 -0.798 -0.524 -0.124
H 3.924 -0.774 4.048 0.224 0.352 0.054
H 3.238 0.439 5.134 -0.283 0.132 -0.021
H 2.792 0.376 3.361 -0.119 0.269 0.235
C 3.157 -4.539 0.315 0.010 -0.298 0.191
C 3.073 -3.046 0.213 0.761 0.214 -1.236
O 1.961 -2.510 0.290 -0.638 0.859 0.233
N 4.187 -2.362 -0.085 0.050 0.412 -0.518
C 5.581 -2.790 -0.168 0.226 -0.585 0.994
H 4.027 -4.945 -0.198 0.191 0.128 0.342
H 2.305 -5.020 -0.160 -0.279 0.307 0.199
H 3.159 -4.777 1.380 0.128 -0.318 -0.090
H 4.091 -1.390 -0.335 -0.490 0.033 0.335
H 6.168 -2.104 -0.770 -0.257 0.044 -0.182
H 5.706 -3.804 -0.541 -0.127 0.104 -0.172
H 5.995 -2.767 0.843 0.180 -0.070 -0.123
C -1.272 -2.774 -3.556 0.286 -1.980 -0.758
C 0.155 -2.695 -3.043 -0.452 1.275 -0.106
O 0.426 -2.200 -1.944 0.271 0.455 -0.021
N 1.125 -3.110 -3.871 -0.513 0.400 0.308
C 2.526 -2.810 -3.644 0.415 -1.433 -0.325
H -2.035 -2.593 -2.811 0.155 0.288 0.107
H -1.378 -3.818 -3.897 -0.259 -0.135 0.520
H -1.490 -2.340 -4.535 0.353 0.881 0.349
H 0.837 -3.678 -4.653 0.329 0.128 -0.195
H 2.985 -3.618 -3.066 0.032 0.049 0.093
H 2.738 -1.891 -3.107 -0.509 0.247 -0.186
H 3.007 -2.842 -4.620 0.154 0.327 0.084
C -1.454 -4.456 0.623 0.613 0.252 1.160
C -1.982 -3.063 0.398 -0.208 -0.309 -0.078
O -1.259 -2.076 0.278 0.016 0.662 -0.038
N -3.317 -2.969 0.332 -1.067 -0.449 0.061
C -4.061 -1.824 -0.157 1.237 0.182 -1.129
H -0.483 -4.293 1.095 0.254 -0.324 -0.541
H -1.407 -5.062 -0.278 0.154 0.161 -0.112
H -2.014 -5.000 1.385 -0.400 0.071 -0.235
H -3.831 -3.833 0.223 0.286 -0.133 0.318
H -5.120 -1.861 0.072 0.105 -0.024 0.440
H -3.955 -1.874 -1.249 -0.358 0.289 0.015
H -3.536 -0.916 0.139 -0.344 0.012 0.258
C -3.298 0.249 -3.418 0.252 -0.530 -0.441
C -1.861 0.499 -3.054 -0.163 -0.155 1.515
O -1.547 0.407 -1.842 0.415 -0.074 -0.300
N -0.952 0.712 -3.989 0.599 0.485 -1.152
C -1.174 1.012 -5.423 -0.435 0.111 1.056
H -3.734 -0.262 -2.568 -0.198 0.202 0.007
H -3.285 -0.452 -4.259 -0.216 0.093 -0.050
H -3.901 1.105 -3.711 0.218 0.205 0.084
H 0.015 0.725 -3.707 -0.075 -0.085 0.301
H -1.525 0.117 -5.929 0.267 0.090 -0.381
H -0.238 1.425 -5.786 0.008 -0.364 -0.386
H -1.917 1.803 -5.516 -0.110 -0.114 -0.075
C 2.708 3.334 3.395 0.798 0.031 -1.067
C 1.764 3.207 2.204 -1.285 1.092 0.573
O 1.483 2.126 1.682 0.779 -1.168 -0.053
N 1.079 4.310 1.825 0.281 -0.505 0.194
C 1.199 5.618 2.389 -0.185 1.640 0.856
H 2.261 3.012 4.332 -0.157 -0.202 -0.122
H 3.123 4.330 3.535 -0.344 0.123 -0.083
H 3.575 2.727 3.129 -0.108 -0.292 0.380
H 0.389 4.162 1.106 0.063 -0.217 -0.081
H 1.213 5.656 3.482 0.390 -0.564 -0.060
H 0.313 6.236 2.223 -0.045 -0.337 -0.638
H 2.052 6.192 2.019 0.017 -0.187 -0.045


Computed Kohn-Sham gap (eV) in order:
6.92 9.50 9.11 7.98 3.59